46
Properties=species:S:1:pos:R:3:lowdin_charge:R:1 method="wB97M-V/def2-TZVPD" charge=+1 total_energy_ha=-3174.343043 e_homo_ev="-12.39 / -12.40" lumo_ev="-6.0 / -5.9" max_force_ha_per_bohr=0.045
Ru -0.51940 0.01652 0.13174 1.2809
C -0.61784 -2.14911 3.26712 0.0016
C 0.46130 -1.13988 3.04196 -0.2773
C 1.39553 -0.80738 4.00724 -0.0021
C 2.36508 0.14928 3.73002 -0.0033
C 2.41015 0.79087 2.49864 0.0088
C 1.47092 0.41216 1.56758 -0.4055
N 0.54507 -0.53255 1.84864 0.0140
N 1.21528 0.86846 0.27917 -0.1547
Si 1.98272 2.29003 -0.53460 0.4134
C 1.09451 2.49565 -2.13194 -0.1792
C 1.75456 3.76908 0.54713 -0.1599
C 3.75313 1.83661 -0.77454 -0.1561
H -0.18062 -3.11921 3.50563 0.1014
H -1.24502 -2.25510 2.38601 0.0523
H -1.24294 -1.85117 4.10883 0.1024
H 1.34959 -1.28872 4.97413 0.1297
H 3.08855 0.40872 4.49279 0.1274
H 3.13019 1.56446 2.27510 0.1088
H 0.03889 2.73015 -1.96847 0.0352
H 1.16723 1.60365 -2.75793 0.0333
H 1.53228 3.32888 -2.68679 0.0513
H 0.79842 3.72557 1.07456 0.0430
H 1.75686 4.67549 -0.06341 0.0458
H 2.55016 3.87117 1.28798 0.0362
H 3.85231 0.90123 -1.32918 0.0448
H 4.29126 1.73175 0.16944 0.0312
H 4.24315 2.62728 -1.35042 0.0509
N -3.39099 0.94680 0.95590 0.0509
C -2.32361 0.60570 0.66887 -0.3808
C -1.92862 -2.66050 -3.67113 -0.2119
Ge -2.31196 -1.68178 -2.04688 0.7496
C -4.07342 -0.90028 -2.09287 -0.2102
C -1.96618 -2.77913 -0.45003 -0.2416
C -0.88673 -0.28963 -1.80324 -0.3759
H -2.68252 -3.43911 -3.79344 0.0325
H -0.94326 -3.12492 -3.63915 0.0278
H -1.97976 -1.99353 -4.53186 0.0291
H -4.81231 -1.69292 -2.21283 0.0334
H -4.14240 -0.23398 -2.95379 0.0318
H -4.29651 -0.33755 -1.18952 -0.0037
H -2.58410 -2.43223 0.38075 0.0113
H -0.91280 -2.73089 -0.16694 -0.0030
H -2.19116 -3.83374 -0.61455 0.0329
H -1.06730 0.67146 -2.29659 0.0261
H 0.05230 -0.74764 -2.13912 0.0276

=====

45
Properties=species:S:1:pos:R:3:mulliken_spin:R:1 method="wB97M-V/def2-TZVPD" charge=+2 total_energy_ha=-1698.782543 e_homo_ev="-12.39 / -16.11" s2=8.79 lumo_ev="-6.7 / -10.6" multiplicity=6 max_force_ha_per_bohr=0.135
C 1.50009 -2.76800 -0.81230 0.6776
I 2.95197 -2.18250 0.96354 1.1030
H 1.09968 -1.95842 -1.42963 0.0279
H 0.76898 -3.47000 -0.39482 -0.0327
H 2.25407 -3.32065 -1.39492 0.0685
Ru 0.61748 -1.05278 1.00059 1.9617
P -1.37286 -1.26524 -0.12949 0.0743
C -2.48095 -2.58557 0.49784 0.0051
C -2.27866 0.31969 -0.18097 0.0247
H -3.35507 0.11540 -0.23178 -0.0003
H -2.30480 -1.65510 -2.34775 0.0047
H -1.96899 0.88221 -1.07048 0.0058
H -0.64236 -0.95608 -2.46564 -0.0046
H -2.61605 -2.53541 1.58673 0.0046
H -2.05726 0.91636 0.71035 -0.0018
C -1.28178 -1.68864 -1.93135 0.0454
H -3.46421 -2.51551 0.01267 -0.0007
H -0.85898 -2.70227 -2.03126 -0.0384
H -2.03255 -3.55917 0.25897 -0.0011
P 1.62455 0.74626 -0.19420 -0.0125
C 3.20754 1.26361 0.65410 0.0261
C 2.19255 0.39420 -1.90566 0.0160
H 0.01787 2.20366 -1.28100 0.0006
H 1.21641 3.12637 -0.34155 0.0009
H -0.11720 2.29997 0.47554 -0.0071
C 0.59017 2.22890 -0.35194 0.0125
H 1.32752 0.10411 -2.54040 0.0004
H 2.65729 1.31158 -2.31214 0.0033
H 3.39367 2.33846 0.47148 0.0029
H 4.04286 0.65591 0.26175 -0.0050
H 2.93212 -0.42829 -1.89987 -0.0067
H 3.13307 1.08871 1.73795 -0.0004
C -0.05641 -2.30615 2.19655 -0.0137
O -0.51317 -3.12759 2.92411 0.0031
C -1.41094 2.42516 4.08337 0.0049
C -0.07480 2.57005 3.68595 0.2779
C 0.56057 1.52583 2.96227 0.1990
C -0.16395 0.41629 2.52468 0.0406
C -1.43179 0.19474 3.08114 0.1943
C -2.10068 1.25971 3.74344 0.2163
H -1.89173 3.19575 4.69820 0.0059
H 0.44733 3.49858 3.95019 -0.0025
H 1.63689 1.55494 2.77842 0.0415
H -1.87647 -0.81167 3.02286 0.0782
H -3.16089 1.18012 4.01567 -0.0004

=====

53
Properties=species:S:1:pos:R:3:lowdin_charge:R:1 method="wB97M-V/def2-TZVPD" total_energy_ha=-2943.803256 e_homo_ev=-5.99 lumo_ev=-0.3 max_force_ha_per_bohr=0.052
Mg -0.02453 0.18828 -0.08452 0.4150
C 2.99540 1.07615 -2.72004 0.0043
C 3.63464 0.27991 -3.75387 -0.3434
C 3.31933 -1.27037 -3.82914 -0.3546
O 3.85242 -2.04187 -4.59903 0.0502
C 2.19124 -1.65990 -3.03080 -0.0137
C 1.53407 -0.87903 -2.13595 -0.3941
C 1.97497 0.56280 -1.96830 -0.3688
O 1.32847 1.32864 -1.13735 -0.1268
O 0.53045 -1.34506 -1.44831 -0.1244
O 4.36725 0.79983 -4.57749 0.0413
H 3.26498 2.11803 -2.65302 0.1077
H 1.68599 -2.60950 -3.18776 0.1150
C -3.15493 -2.84374 0.67353 -0.2353
S -1.53349 -2.35101 1.34059 0.9489
O -1.30521 -0.92556 0.89912 -0.5705
C -2.13433 -2.22138 3.08185 -0.2113
H -3.93134 -2.11802 0.89585 0.0569
H -3.33433 -3.86033 1.03074 0.0578
H -3.05372 -2.99316 -0.40271 0.0496
H -2.40020 -3.23358 3.37482 0.0538
H -2.94477 -1.50545 2.97522 0.0521
H -1.31870 -1.86245 3.70222 0.0495
C -0.35313 4.03915 2.11596 -0.2361
S -1.29165 2.49573 2.21708 0.9139
O -0.69572 1.55132 1.22236 -0.5559
C -0.55779 1.99331 3.80763 -0.2198
H -0.64585 4.68167 1.28739 0.0606
H 0.69393 3.74916 2.16039 0.0613
H -0.55634 4.69901 2.96695 0.0592
H 0.51399 1.85281 3.68233 0.0639
H -0.97058 0.99724 3.96985 0.0426
H -0.86167 2.72356 4.55073 0.0570
C -4.00553 1.27975 -0.99526 -0.2418
S -2.63902 1.11943 -2.17975 0.9261
O -1.34869 0.87302 -1.46667 -0.5298
C -3.17379 -0.41062 -2.95855 -0.2303
H -3.84473 2.13099 -0.33497 0.0476
H -4.03506 0.40778 -0.33224 0.0469
H -4.98824 1.36510 -1.45507 0.0557
H -2.61400 -0.52923 -3.88335 0.0615
H -4.21815 -0.30458 -3.25886 0.0563
H -3.05348 -1.25455 -2.28244 0.0504
C 3.59694 0.65198 1.18678 -0.2380
S 2.64980 -0.79366 1.68057 0.9506
O 1.26545 -0.45359 1.15528 -0.5864
C 3.38577 -1.95458 0.50758 -0.2040
H 3.19394 1.53327 1.68619 0.0526
H 3.56173 0.90846 0.12401 0.0560
H 4.64688 0.50550 1.44935 0.0581
H 3.39089 -2.94786 0.95285 0.0521
H 4.45746 -1.73162 0.46009 0.0630
H 2.95299 -1.81119 -0.48185 0.0478

=====

45
Properties=species:S:1:pos:R:3:lowdin_charge:R:1 method="wB97M-V/def2-TZVPD" smiles="COC(=O)[C@H](CC(C)C)NC(=O)N1CCC(C)CC1" total_energy_ha=-884.340448 e_homo_ev=-8.88 lumo_ev=0.8 max_force_ha_per_bohr=0.011
C -1.80693 -3.94750 -0.39573 -0.0329
H -0.97284 -3.97676 -1.09874 0.1026
H -2.66345 -4.48306 -0.79656 0.0933
H -1.48734 -4.38110 0.55423 0.0948
O -2.22904 -2.60280 -0.20986 -0.0298
C -1.36541 -1.80245 0.39969 -0.4801
O -0.32397 -2.17248 0.88464 0.1050
C -1.83656 -0.34517 0.51312 -0.1976
N -0.65713 0.49240 0.35150 0.1171
C 0.14806 0.16868 -0.72665 -0.5070
O -0.23160 -0.60630 -1.58821 0.0729
N 1.33198 0.83856 -0.82593 -0.0423
C 2.33181 0.28343 -1.71776 -0.1398
H 1.81102 -0.27730 -2.49431 0.1198
C 3.27685 -0.62840 -0.93273 -0.1390
H 4.04295 -1.02523 -1.60056 0.1184
H 2.69884 -1.46678 -0.53750 0.1270
C 3.92829 0.12862 0.22790 -0.3911
C 4.81737 -0.79696 1.05259 -0.0738
H 5.60143 -1.22500 0.43240 0.0758
H 4.22921 -1.61034 1.47167 0.0816
H 5.28404 -0.25222 1.87053 0.0751
C 2.83439 0.75586 1.09766 -0.1450
H 3.28021 1.35653 1.89283 0.1177
C 1.92490 1.62880 0.22875 -0.1517
H 1.15282 2.12772 0.81526 0.1149
H 2.52497 2.41020 -0.25225 0.1284
H 2.24383 -0.04100 1.55644 0.1216
H 4.54663 0.93547 -0.18485 0.1408
H 2.88451 1.10931 -2.17682 0.1272
H -0.17770 0.70192 1.21196 0.1269
H -2.20309 -0.21236 1.53644 0.1574
C -2.94382 -0.00278 -0.48507 -0.1225
H -3.69919 -0.78667 -0.41401 0.1199
C -3.62945 1.35548 -0.28119 -0.4166
C -2.68605 2.53245 -0.51522 -0.0813
H -3.24689 3.46501 -0.53210 0.0745
H -1.94095 2.59249 0.27258 0.0629
H -2.16904 2.42201 -1.46477 0.0796
C -4.29549 1.46832 1.08937 -0.0806
H -4.92460 0.60283 1.28512 0.0781
H -3.55341 1.54575 1.88051 0.0706
H -4.91811 2.35925 1.13023 0.0758
H -4.41993 1.40577 -1.03983 0.1325
H -2.51211 -0.04423 -1.48476 0.1191

=====

46
Properties=species:S:1:pos:R:3:lowdin_charge:R:1 method="wB97M-V/def2-TZVPD" smiles=c1ccncc1.c1ccncc1.CO.CO.CO.CO total_energy_ha=-959.433797 e_homo_ev=-9.56 lumo_ev=0.3 max_force_ha_per_bohr=0.034
C -3.41195 0.15459 1.96444 -0.1558
O -3.57496 0.27344 3.38985 -0.1345
H -4.38651 0.05249 1.49072 0.0730
H -2.91470 1.02130 1.51341 0.0653
H -2.88185 -0.75069 1.68448 0.0559
H -2.81512 -0.12230 3.85904 0.0528
C 2.34935 0.64318 -3.33852 -0.1466
O 2.63775 -0.26138 -4.42825 -0.1208
H 1.37596 1.11529 -3.51112 0.0713
H 2.41084 0.19743 -2.33936 0.0690
H 3.12437 1.40658 -3.38746 0.0812
H 1.97879 -0.94150 -4.45936 0.0477
C 0.10725 1.41690 0.65930 -0.1517
O 0.93323 1.00107 -0.38392 -0.1820
H -0.16858 0.63457 1.39347 0.0667
H 0.53517 2.29656 1.13197 0.0830
H -0.81361 1.77959 0.17606 0.0851
H 0.45134 0.40120 -0.97731 0.0151
C 2.16144 4.30247 -0.92827 -0.1578
O 1.42031 3.30742 -1.65659 -0.1609
H 1.72996 4.58812 0.06400 0.0723
H 3.17849 3.92583 -0.72297 0.0789
H 2.12430 5.22724 -1.49112 0.0660
H 1.47831 2.43906 -1.20403 0.0163
N -0.75576 -0.72952 -1.58188 0.0426
C -0.88782 -1.86053 -0.91292 -0.1227
C -1.66196 -2.93299 -1.33944 -0.0360
C -2.35500 -2.79490 -2.55906 -0.0599
C -2.20229 -1.63328 -3.30369 -0.0362
C -1.34430 -0.65707 -2.74791 -0.1265
H -0.29505 -1.83404 -0.02149 0.0866
H -1.74976 -3.81491 -0.73438 0.0996
H -2.97925 -3.59135 -2.90142 0.0992
H -2.67155 -1.43251 -4.26494 0.1087
H -1.21311 0.30636 -3.20037 0.1100
N -0.32393 -0.83923 4.00184 0.0489
C 0.77280 -0.07982 4.06396 -0.1496
C 1.98887 -0.34512 3.40719 -0.0528
C 2.01823 -1.48818 2.59558 -0.0644
C 0.84536 -2.23180 2.46957 -0.0923
C -0.23376 -1.92877 3.27633 -0.1815
H 0.57976 0.85698 4.61217 0.1140
H 2.87783 0.25977 3.53684 0.1028
H 2.85752 -1.72320 1.94666 0.1103
H 0.81959 -3.06454 1.77096 0.1003
H -1.11602 -2.54978 3.38794 0.1094

=====

47
Properties=species:S:1:pos:R:3:lowdin_charge:R:1 method="wB97M-V/def2-TZVPD" total_energy_ha=-1923.596475 e_homo_ev=-6.81 lumo_ev=0.0 max_force_ha_per_bohr=0.013
Pb 0.28216 -0.31053 -0.57592 0.4537
C 1.87091 -3.77740 1.06289 -0.0407
C 1.43770 -2.47929 1.71646 -0.2452
C 0.16002 -2.37427 2.27188 -0.2329
C -0.82455 -3.51581 2.11658 -0.0447
C -0.23001 -1.19464 2.91557 -0.2133
C -1.59384 -1.12321 3.57427 -0.0453
C 0.64309 -0.10200 2.96365 -0.2137
C 0.19738 1.21919 3.56000 -0.0474
C 1.92899 -0.20896 2.42040 -0.2285
C 2.89502 0.95308 2.52540 -0.0466
C 2.30770 -1.38243 1.75739 -0.2480
C 3.63671 -1.44433 1.02776 -0.0416
H 1.61324 -3.81591 -0.00515 0.0698
H 1.39861 -4.63337 1.54436 0.0760
H 2.94831 -3.91684 1.13790 0.0777
H -0.76014 -4.23779 2.93974 0.0965
H -0.64653 -4.06139 1.19004 0.0739
H -1.85052 -3.14988 2.08459 0.0703
H -2.38448 -0.81523 2.87766 0.0860
H -1.59948 -0.42269 4.40714 0.0717
H -1.88313 -2.09472 3.97262 0.0756
H 0.52318 1.33081 4.60001 0.0951
H -0.88652 1.32629 3.54517 0.0607
H 0.61338 2.05740 2.99984 0.0745
H 2.79166 1.64077 1.67658 0.0442
H 3.92788 0.60917 2.54362 0.0773
H 2.73052 1.52393 3.43916 0.0758
H 4.44413 -1.79632 1.68139 0.0970
H 3.92329 -0.46362 0.64630 0.0772
H 3.58862 -2.11151 0.16738 0.0659
Te 1.39784 2.22549 -1.21781 0.0255
Te 3.17129 1.62644 -3.20300 -0.0401
Te 1.54303 0.06468 -4.65127 -0.0719
Te 1.24370 -1.90446 -2.79115 -0.0453
N -1.55030 1.96100 0.39613 -0.0645
C -2.52314 2.18094 -0.67779 -0.2858
C -2.92905 0.87604 -1.33820 -0.2620
N -1.78606 0.26745 -2.04316 -0.1124
H -1.96723 1.49353 1.19300 0.0626
H -1.15174 2.83150 0.72489 0.0608
H -2.03867 2.81127 -1.42859 0.1018
H -3.42894 2.69961 -0.35683 0.1098
H -3.76797 1.07634 -2.00717 0.1131
H -3.27315 0.16792 -0.58219 0.1122
H -1.44471 0.89206 -2.77092 0.0587
H -2.03202 -0.60813 -2.49270 0.0666

=====

49
Properties=species:S:1:pos:R:3:lowdin_charge:R:1 method="wB97M-V/def2-TZVPD" charge=+1 total_energy_ha=-3109.752616 e_homo_ev=-10.55 lumo_ev=-3.0 max_force_ha_per_bohr=0.006
Zn -0.00452 0.49126 0.09714 0.5239
C -1.30827 -4.09523 3.75483 -0.0820
C -2.22604 -3.25497 2.87328 -0.2696
N -1.70863 -3.09245 1.51519 -0.0138
C -0.84989 -2.14596 1.09383 -0.7697
S -0.48290 -0.77124 2.11481 0.6432
N -0.27809 -2.40929 -0.08107 0.0071
N 0.49962 -1.39991 -0.49891 -0.1043
C 1.50737 -1.61643 -1.25656 -0.2569
C 1.82924 -2.99180 -1.74766 -0.0112
C 2.39776 -0.43802 -1.43717 -0.2053
C 3.51454 -0.46215 -2.26375 0.0051
C 4.37933 0.62159 -2.28007 -0.0316
C 4.11770 1.71300 -1.46993 -0.0385
C 2.96758 1.68240 -0.70123 -0.1178
N 2.12429 0.65219 -0.68568 0.0563
H -1.72506 -4.18407 4.76063 0.0781
H -1.18756 -5.10203 3.34696 0.0756
H -0.32434 -3.62862 3.82865 0.0694
H -3.20916 -3.71735 2.79249 0.1145
H -2.35721 -2.26697 3.30303 0.0729
H -1.74150 -3.90395 0.91398 0.1413
H 0.96182 -3.40736 -2.26259 0.0901
H 2.68995 -3.01904 -2.41114 0.0661
H 2.02406 -3.64398 -0.89337 0.0964
H 3.71565 -1.32271 -2.88677 0.1111
H 5.25730 0.60454 -2.91423 0.1211
H 4.78304 2.56483 -1.43212 0.1152
H 2.71322 2.52133 -0.06052 0.1074
N -0.45626 1.33945 -1.92265 0.0028
C -0.73103 2.78843 -1.86275 -0.1984
C -0.24978 3.42326 -0.54151 -0.1780
N -0.39106 2.54884 0.63975 -0.1115
C -1.67535 2.67305 1.37513 -0.1960
C -2.88981 2.11247 0.64322 -0.2383
N -2.67353 0.72572 0.20460 -0.0016
H -1.26088 0.84085 -2.27770 0.0920
H 0.31230 1.13778 -2.55256 0.0895
H -0.22575 3.31031 -2.67334 0.1202
H -1.79394 2.95977 -2.00035 0.1049
H 0.80765 3.66350 -0.64279 0.1018
H -0.78422 4.36412 -0.39252 0.1262
H 0.33689 2.79946 1.29971 0.1213
H -1.54953 2.13947 2.31792 0.1060
H -1.87660 3.72327 1.60277 0.1246
H -3.74020 2.21269 1.31919 0.1206
H -3.11464 2.72393 -0.23008 0.1035
H -2.70588 0.09871 1.00198 0.0281
H -3.41770 0.43730 -0.42008 0.0885

=====

47
Properties=species:S:1:pos:R:3:mulliken_spin:R:1 method="wB97M-V/def2-TZVPD" total_energy_ha=-2418.246803 e_homo_ev="-4.99 / -4.64" s2=2.07 lumo_ev="0.4 / -0.6" multiplicity=3 max_force_ha_per_bohr=0.089
C 0.54421 3.52944 -3.28761 -0.0002
C -0.74509 3.10187 -3.00178 0.0080
C -0.97865 1.90375 -2.31003 -0.0606
C 0.09316 1.11173 -1.82967 -0.0559
C 1.39885 1.60611 -2.05665 -0.0635
C 1.58736 2.76571 -2.77946 0.0088
C -2.42322 1.59199 -2.15303 0.0038
C -2.83732 0.18199 -1.69206 0.0080
N -1.83376 -0.87854 -1.92290 -0.0284
Ti -0.26154 -0.52382 -0.72360 1.2942
C 2.66416 0.92604 -1.55635 0.0027
P 2.50288 -0.85090 -1.27286 -0.1625
H -1.59648 3.69256 -3.38019 -0.0009
H 2.60978 3.06732 -2.92648 0.0000
H 0.74499 4.41750 -3.88244 0.0001
H 2.94242 1.41990 -0.60710 0.0032
H 3.42304 1.07202 -2.32761 0.0011
H -2.87383 2.26902 -1.40913 -0.0010
H -2.98040 1.82300 -3.08095 -0.0010
H -3.15298 0.19644 -0.63141 0.0026
C 3.70793 -1.34537 -0.04237 0.0069
C 2.54264 -1.78363 -2.78258 -0.0698
H -3.70910 -0.10894 -2.30029 0.0073
C -1.47306 -0.98778 -3.35081 0.0207
C -2.44935 -2.19204 -1.49886 0.1618
H 1.55654 -0.37716 -0.21458 0.0074
H -2.18867 -1.63661 -3.83675 0.0218
H -1.56788 -0.02170 -3.81452 -0.0030
H -0.46275 -1.38425 -3.44906 -0.0138
H -3.11117 -2.49055 -2.32787 -0.0224
H -1.64348 -2.92930 -1.40799 -0.0147
H -3.13884 -2.03050 -0.55651 0.1136
H 3.56565 -1.83418 -3.16496 -0.0007
H 2.19516 -2.81502 -2.63666 -0.0049
H 1.90945 -1.37572 -3.57335 0.0064
H 4.77113 -1.15560 -0.25431 -0.0024
H 3.44691 -0.84386 0.90889 0.0033
H 3.52739 -2.42355 0.15280 -0.0002
H -2.89322 -2.60753 0.30693 0.7911
C -0.49610 1.46409 3.23240 0.0007
S 0.54981 0.97433 1.88423 0.0193
O 1.17516 2.12746 1.28572 0.0023
O 1.41101 -0.13924 2.24891 0.0031
O -0.61982 0.41924 0.90079 0.0076
H 0.18568 1.67686 4.07924 0.0003
H -1.21126 0.65956 3.48845 0.0002
H -1.08384 2.36046 2.94106 -0.0004